1.
{
  "formula": "CH8N3O",
  "method": "ωB97M-V/def2-TZVPD",
  "homo_energy_ev": -15.14,
  "total_energy_ha": -281.96392,
  "charge": 1,
  "relative_energy_kj_mol": 696.3,
  "symbols": ["O", "N", "N", "N", "C", "H", "H", "H", "H", "H", "H", "H", "H"],
  "positions_angstrom": [[1.858, 0.367, 1.629], [-0.586, 0.739, 0.440], [-1.430, -1.092, -0.408], [0.617, -0.197, -1.296], [-0.673, 0.105, -0.777], [-1.224, 1.514, 0.671], [2.100, 0.724, 2.496], [1.397, 0.259, -0.821], [-1.606, -1.363, 0.548], [-2.090, -1.403, -1.114], [0.945, 0.597, 1.443], [-1.254, 0.638, -1.552], [0.724, -1.191, -1.428]]
}


2.
{
  "formula": "C5H11NO2",
  "method": "ωB97M-V/def2-TZVPD",
  "homo_energy_ev": -7.80,
  "total_energy_ha": -402.11303,
  "relative_energy_kj_mol": 696.1,
  "symbols": ["O", "O", "N", "C", "C", "C", "C", "C", "H", "H", "H", "H", "H", "H", "H", "H", "H", "H", "H"],
  "positions_angstrom": [[-3.307, 1.552, 0.308], [2.480, -1.901, 1.647], [-1.665, 0.527, -0.802], [-0.796, -0.610, -0.920], [2.726, 0.342, 0.260], [1.591, 0.482, -0.673], [0.551, -0.652, -0.421], [-2.484, 0.672, 0.288], [2.633, 0.630, 1.293], [-1.942, 0.855, -1.720], [-2.293, -0.047, 1.115], [0.955, 1.361, -0.589], [2.810, -0.746, 0.380], [2.126, -2.455, 2.356], [1.104, -1.503, -0.832], [3.751, 0.594, -0.049], [0.646, -0.792, 0.701], [1.857, 0.439, -1.760], [-1.194, -1.338, -1.629]]
}